Here is a cluster of 6 separate species, C45H60Cl2O24S5 in total from the Open Molecules 2025 dataset. Energies are from the ωB97M-V functional and the def2-TZVPD basis.

Last columns: bonded neighbours and bond lengths (Å).
Cartesian coordinates (Å):
1 C 9.65321 -0.44256 3.82693  C2 1.511, H42 1.089, H43 1.088, H44 1.090
2 C 9.70719 -1.21615 2.53056  C1 1.511, Cl3 1.822, C4 1.549, H45 1.084
3 Cl 11.24279 -2.19538 2.56260  C2 1.822
4 C 9.79389 -0.35676 1.24477  C2 1.549, Cl5 1.797, C6 1.513, H46 1.084
5 Cl 9.36308 1.37366 1.46528  C4 1.797
6 C 9.05269 -0.94513 0.06451  C4 1.513, C7 1.390, C11 1.406
7 C 9.80403 -1.17733 -1.08142  C6 1.390, C8 1.387, H47 1.083
8 C 9.25219 -1.70379 -2.23960  C7 1.387, C9 1.385, H48 1.082
9 C 7.89867 -1.99600 -2.26749  C8 1.385, C10 1.388, H49 1.081
10 C 7.13133 -1.79058 -1.12980  C9 1.388, C11 1.402, C40 1.499
11 C 7.68643 -1.27542 0.04989  C6 1.406, C10 1.402, C12 1.495
12 C 6.78769 -1.13406 1.23647  C11 1.495, O13 1.214, C14 1.491
13 O 6.99023 -0.34955 2.14019  C12 1.214
14 C 5.59067 -2.02199 1.27145  C12 1.491, C15 1.392, C39 1.390
15 C 5.01034 -2.37615 2.48571  C14 1.392, C16 1.382, H50 1.082
16 C 3.91956 -3.22532 2.50058  C15 1.382, C17 1.398, H51 1.083
17 C 3.35282 -3.71572 1.32068  C16 1.398, C18 1.507, C38 1.391
18 C 2.15555 -4.62989 1.34894  C17 1.507, C19 1.531, H52 1.092, H53 1.091
19 C 0.88863 -3.91876 1.83070  C18 1.531, O20 1.414, H54 1.094, H55 1.093
20 O 0.87739 -3.72005 3.23107  C19 1.414, C21 1.412
21 C 0.81094 -2.37897 3.66928  O20 1.412, C22 1.520, H56 1.093, H57 1.098
22 C -0.02558 -2.32171 4.93660  C21 1.520, O23 1.412, H58 1.096, H59 1.091
23 O -1.31622 -2.87474 4.78719  C22 1.412, C24 1.378
24 C -2.06979 -2.34913 3.76030  O23 1.378, C25 1.386, C37 1.386
25 C -2.63430 -3.22835 2.85011  C24 1.386, C26 1.383, H60 1.079
26 C -3.40382 -2.73957 1.80949  C25 1.383, C27 1.394, H61 1.084
27 C -3.61604 -1.37425 1.62119  C26 1.394, C28 1.527, C36 1.392
28 C -4.42931 -0.87151 0.42998  C27 1.527, C29 1.559, C30 1.551, C31 1.532
29 C -3.46095 -1.02916 -0.78218  C28 1.559, H62 1.091, H63 1.089, H64 1.091
30 C -5.66165 -1.76058 0.11733  C28 1.551, H65 1.090, H66 1.089, H67 1.089
31 C -4.77777 0.61940 0.49147  C28 1.532, C32 1.563, H68 1.092, H69 1.091
32 C -5.75195 1.15523 1.58935  C31 1.563, C33 1.557, C34 1.538, C35 1.548
33 C -5.11175 2.32096 2.39829  C32 1.557, H70 1.092, H71 1.091, H72 1.092
34 C -6.29503 0.13078 2.59956  C32 1.538, H73 1.094, H74 1.090, H75 1.087
35 C -6.98391 1.75053 0.86499  C32 1.548, H76 1.096, H77 1.091, H78 1.092
36 C -3.01392 -0.51258 2.53437  C27 1.392, C37 1.389, H79 1.081
37 C -2.26100 -0.98553 3.60211  C24 1.386, C36 1.389, H80 1.083
38 C 3.92913 -3.35086 0.10820  C17 1.391, C39 1.389, H81 1.083
39 C 5.04523 -2.52347 0.09502  C14 1.390, C38 1.389, C40 1.488
40 C 5.68420 -2.17316 -1.20246  C10 1.499, C39 1.488, O41 1.212
41 O 5.08747 -2.22478 -2.25612  C40 1.212
42 H 10.47344 0.27194 3.87945  C1 1.089
43 H 8.70192 0.07568 3.93219  C1 1.088
44 H 9.76339 -1.11653 4.67646  C1 1.090
45 H 8.91930 -1.95688 2.45853  C2 1.084
46 H 10.83938 -0.32200 0.95961  C4 1.084
47 H 10.86400 -0.95361 -1.06686  C7 1.083
48 H 9.86163 -1.88962 -3.11358  C8 1.082
49 H 7.43853 -2.40743 -3.15509  C9 1.081
50 H 5.42705 -1.99450 3.40810  C15 1.082
51 H 3.48564 -3.53020 3.44477  C16 1.083
52 H 1.95952 -4.96133 0.32686  C18 1.092
53 H 2.34977 -5.51706 1.95275  C18 1.091
54 H 0.03584 -4.55730 1.58160  C19 1.094
55 H 0.78137 -2.98251 1.27739  C19 1.093
56 H 0.39673 -1.71609 2.90570  C21 1.093
57 H 1.80303 -1.99229 3.93707  C21 1.098
58 H -0.04501 -1.28629 5.29621  C22 1.096
59 H 0.48689 -2.90534 5.70246  C22 1.091
60 H -2.45088 -4.28336 2.98096  C25 1.079
61 H -3.82084 -3.46284 1.11852  C26 1.084
62 H -3.18518 -2.08123 -0.86881  C29 1.091
63 H -2.56811 -0.42312 -0.63307  C29 1.089
64 H -3.98333 -0.74579 -1.69747  C29 1.091
65 H -5.57566 -2.22732 -0.86366  C30 1.090
66 H -6.58181 -1.17902 0.14170  C30 1.089
67 H -5.77663 -2.56275 0.84513  C30 1.089
68 H -5.16476 0.90966 -0.48765  C31 1.092
69 H -3.83329 1.15685 0.58540  C31 1.091
70 H -4.83192 1.94955 3.38619  C33 1.092
71 H -4.24230 2.73816 1.88845  C33 1.091
72 H -5.84572 3.11501 2.54766  C33 1.092
73 H -6.91324 0.68194 3.31505  C34 1.094
74 H -6.97032 -0.57927 2.12271  C34 1.090
75 H -5.52580 -0.37914 3.17421  C34 1.087
76 H -6.68996 2.70806 0.42128  C35 1.096
77 H -7.79161 1.96965 1.56536  C35 1.091
78 H -7.32882 1.10141 0.05780  C35 1.092
79 H -3.12994 0.55860 2.44875  C36 1.081
80 H -1.82559 -0.27337 4.29181  C37 1.083
81 H 3.52978 -3.69566 -0.83707  C38 1.083
82 O -2.72083 3.82974 0.91091  S83 1.422
83 S -3.10552 4.08804 -0.43313  O82 1.422, O84 1.420, O85 1.591, O88 1.588
84 O -3.36500 3.02720 -1.34094  S83 1.420
85 O -2.04630 5.09110 -1.06911  S83 1.591, C86 1.447
86 C -2.72133 6.27397 -1.55916  O85 1.447, C87 1.512, H89 1.089, H90 1.086
87 C -3.91869 6.42180 -0.64855  C86 1.512, O88 1.441, H91 1.086, H92 1.093
88 O -4.35677 5.06598 -0.43666  S83 1.588, C87 1.441
89 H -3.01135 6.09944 -2.59423  C86 1.089
90 H -2.05184 7.12771 -1.51392  C86 1.086
91 H -4.73905 6.99104 -1.07606  C87 1.086
92 H -3.63567 6.85076 0.31564  C87 1.093
93 O -6.69688 7.06434 -1.42831  S94 1.421
94 S -8.04003 6.81311 -1.81914  O93 1.421, O95 1.417, O96 1.595, O99 1.591
95 O -9.02725 7.82657 -1.74934  S94 1.417
96 O -8.52656 5.51392 -1.03152  S94 1.595, C97 1.435
97 C -8.95526 4.50014 -1.95212  O96 1.435, C98 1.516, H100 1.092, H101 1.087
98 C -8.12169 4.75261 -3.19302  C97 1.516, O99 1.436, H102 1.086, H103 1.092
99 O -8.05783 6.18473 -3.28018  S94 1.591, C98 1.436
100 H -10.02063 4.63639 -2.14658  C97 1.092
101 H -8.78427 3.51801 -1.52001  C97 1.087
102 H -8.57213 4.35014 -4.09539  C98 1.086
103 H -7.10557 4.36789 -3.08575  C98 1.092
104 O -3.02213 7.39726 -4.36784  S105 1.419
105 S -3.95621 6.58058 -5.05738  O104 1.419, O106 1.417, O107 1.594, O110 1.598
106 O -5.16094 6.14397 -4.45262  S105 1.417
107 O -3.18074 5.32901 -5.66906  S105 1.594, C108 1.436
108 C -3.33403 5.28894 -7.09610  O107 1.436, C109 1.515, H111 1.091, H112 1.086
109 C -3.50268 6.74135 -7.49295  C108 1.515, O110 1.435, H113 1.086, H114 1.092
110 O -4.30666 7.29716 -6.44221  S105 1.598, C109 1.435
111 H -4.22324 4.70183 -7.33127  C108 1.091
112 H -2.46088 4.82444 -7.54475  C108 1.086
113 H -4.00715 6.86473 -8.44656  C109 1.086
114 H -2.54653 7.26763 -7.51246  C109 1.092
115 O 11.47248 -1.95782 -4.71706  S116 1.420
116 S 11.44604 -1.39232 -6.01979  O115 1.420, O117 1.416, O118 1.597, O121 1.598
117 O 11.19831 -2.19107 -7.16212  S116 1.416
118 O 12.79025 -0.55330 -6.22244  S116 1.597, C119 1.435
119 C 12.48723 0.81086 -6.54819  O118 1.435, C120 1.515, H122 1.091, H123 1.086
120 C 11.16096 1.07078 -5.86284  C119 1.515, O121 1.435, H124 1.086, H125 1.092
121 O 10.43580 -0.15474 -6.03813  S116 1.598, C120 1.435
122 H 12.40486 0.89840 -7.63281  C119 1.091
123 H 13.28201 1.45804 -6.18863  C119 1.086
124 H 10.60645 1.89192 -6.30699  C120 1.086
125 H 11.28759 1.24988 -4.79337  C120 1.092
126 O -3.99641 -5.98911 2.87233  S127 1.419
127 S -4.66512 -7.14205 3.35830  O126 1.419, O128 1.417, O129 1.598, O132 1.598
128 O -5.39369 -7.99448 2.49210  S127 1.417
129 O -5.58982 -6.69607 4.58314  S127 1.598, C130 1.433
130 C -5.25014 -7.43253 5.76515  O129 1.433, C131 1.515, H133 1.092, H134 1.086
131 C -3.77637 -7.74261 5.59893  C130 1.515, O132 1.435, H135 1.086, H136 1.092
132 O -3.63982 -8.03328 4.20044  S127 1.598, C131 1.435
133 H -5.85283 -8.34216 5.79308  C130 1.092
134 H -5.45776 -6.82914 6.64422  C130 1.086
135 H -3.45424 -8.59854 6.18455  C131 1.086
136 H -3.15295 -6.87847 5.83688  C131 1.092

LUMO energy	-0.77	eV
SMILES	C[C@H](Cl)[C@H](Cl)c1cccc2c1C(=O)c1ccc(CCOCCOc3ccc(C(C)(C)CC(C)(C)C)cc3)cc1C2=O.O=S1(=O)OCCO1.O=S1(=O)OCCO1.O=S1(=O)OCCO1.O=S1(=O)OCCO1.O=S1(=O)OCCO1
Kohn-Sham gap	0.2666	Ha
E_tot	-6467.7050	Ha



Here is the molecule C3H4N4O from the Open Molecules 2025 dataset. Energies are from the ωB97M-V functional and the def2-TZVPD basis.

Last columns: bonded neighbours and bond lengths (Å).
Cartesian coordinates (Å):
1 N 1.37991 0.91013 -0.10672  C2 1.376, H9 1.179, H10 1.210
2 C 0.11585 0.36978 -0.05844  N1 1.376, C3 1.438, C7 1.402
3 C -1.18994 0.97144 -0.05385  C2 1.438, N4 1.311, H11 1.114
4 N -2.31526 0.29967 -0.08779  C3 1.311, N5 1.356
5 N -2.26055 -1.05276 -0.00359  N4 1.356, N6 1.314
6 N -1.12418 -1.71162 -0.00014  N5 1.314, C7 1.341
7 C 0.02912 -1.02959 -0.04436  C2 1.402, N6 1.341, O8 1.402
8 O 1.19536 -1.80744 -0.04146  C7 1.402, H12 0.928
9 H 1.29605 2.04995 0.18138  N1 1.179
10 H 2.19574 0.25864 0.50583  N1 1.210
11 H -1.23839 2.07492 0.09165  C3 1.114
12 H 1.91629 -1.33312 -0.38252  O8 0.928

LUMO energy	-0.08	eV
SMILES	Nc1cnnnc1O
Kohn-Sham gap	0.3452	Ha
E_tot	-410.8748	Ha